{"formula": "C3H3BrO", "method": "ωB97M-V/def2-TZVPD", "species": ["C", "C", "C", "O", "Br", "H", "H", "H"], "positions_angstrom": [[-0.258, -0.521, 0.282], [-1.637, -0.770, 0.628], [0.350, 0.808, -0.017], [-1.350, -0.815, -0.621], [1.557, -1.990, 0.140], [1.435, 0.646, -0.222], [0.177, 1.508, 0.715], [-0.274, 1.134, -0.906]], "nbo_charge": [0.23, 0.28, -0.69, -0.39, -0.15, 0.26, 0.23, 0.24], "gap_ha": 0.325, "e_lumo_ha": -0.0529, "spin_multiplicity": 1, "max_force_ev_per_a": 3.3, "homo_energy_ev": -10.280}